(1)
{"formula": "C4H12", "method": "ωB97M-V/def2-TZVPD", "elements": ["C", "C", "H", "H", "H", "H", "H", "H", "C", "C", "H", "H", "H", "H", "H", "H"], "xyz": [[1.070, 0.619, 0.721], [1.832, 1.887, 1.093], [0.036, 1.096, 0.555], [1.491, 0.166, -0.124], [1.073, -0.120, 1.556], [2.883, 1.607, 1.429], [1.343, 2.416, 1.851], [1.876, 2.496, 0.192], [-1.001, -0.653, -0.796], [-1.881, -1.850, -1.028], [-0.968, -0.630, 0.311], [-0.029, -0.893, -1.238], [-1.466, 0.304, -1.216], [-2.093, -1.920, -2.075], [-2.896, -1.765, -0.468], [-1.370, -2.776, -0.711]], "atomic_forces_ev_per_a": [[-1.64, 2.23, 2.19], [2.53, -1.75, -0.79], [1.38, -1.66, -0.03], [0.24, -0.56, -1.30], [-0.34, 0.54, -0.58], [-1.11, 0.74, -0.39], [-0.61, 0.83, 1.21], [0.27, 0.29, 0.12], [-1.13, 0.06, 0.63], [-1.84, -0.40, 0.57], [0.52, 0.62, -0.85], [-0.11, 0.60, 0.22], [0.86, -1.25, 0.63], [-0.37, -0.42, -0.68], [1.70, -0.21, -0.90], [-0.34, 0.35, -0.05]], "nbo_charge": [-0.59, -0.60, 0.21, 0.20, 0.20, 0.19, 0.20, 0.20, -0.60, -0.60, 0.21, 0.20, 0.20, 0.20, 0.19, 0.20], "spin_multiplicity": 1, "orbital_gap_ev": 11.93, "relative_energy_kcal_mol": 21.1, "smiles": "CC.CC", "e_homo_ev": -10.87}

=====

(2)
{"formula": "C4H12", "method": "ωB97M-V/def2-TZVPD", "elements": ["C", "C", "H", "H", "H", "H", "H", "H", "C", "C", "H", "H", "H", "H", "H", "H"], "xyz": [[-1.764, 1.382, -1.290], [-1.692, -0.108, -1.717], [-0.850, 1.951, -1.425], [-2.534, 1.917, -1.842], [-1.978, 1.499, -0.230], [-0.882, -0.348, -2.379], [-2.711, -0.305, -2.044], [-1.675, -0.674, -0.778], [2.013, -1.292, 1.709], [1.439, 0.039, 1.256], [2.940, -1.460, 1.146], [2.278, -1.343, 2.769], [1.434, -2.160, 1.395], [1.440, 0.143, 0.172], [0.411, 0.184, 1.554], [2.040, 0.882, 1.581]], "atomic_forces_ev_per_a": [[0.37, 0.20, -0.07], [-1.34, 1.11, 1.93], [0.32, -0.12, -0.23], [-0.06, 0.04, -0.05], [-0.25, -0.17, 0.06], [-0.01, -0.25, -0.38], [0.31, -0.53, -0.90], [0.69, -0.29, -0.33], [0.93, -0.21, -0.79], [-0.01, 0.07, -0.32], [0.17, 0.14, 0.29], [-0.33, 0.00, -0.11], [-0.48, 0.12, 0.37], [-0.02, -0.32, -0.21], [-0.29, 0.13, 0.35], [0.02, 0.07, 0.40]], "nbo_charge": [-0.61, -0.62, 0.20, 0.20, 0.20, 0.21, 0.21, 0.20, -0.61, -0.61, 0.20, 0.21, 0.21, 0.20, 0.20, 0.20], "spin_multiplicity": 1, "orbital_gap_ev": 12.82, "relative_energy_kcal_mol": 8.8, "smiles": "CC.CC", "e_homo_ev": -11.69}

=====

(3)
{"formula": "C4H12", "method": "ωB97M-V/def2-TZVPD", "elements": ["C", "C", "H", "H", "H", "H", "H", "H", "C", "C", "H", "H", "H", "H", "H", "H"], "xyz": [[2.800, -1.498, 0.316], [1.420, -0.705, 0.150], [3.604, -0.803, 0.085], [2.983, -1.737, 1.365], [2.708, -2.416, -0.248], [0.901, -1.237, -0.634], [1.633, 0.357, 0.152], [0.917, -0.872, 1.105], [-1.637, 1.442, -0.758], [-2.630, 0.729, 0.193], [-1.793, 1.346, -1.828], [-1.743, 2.521, -0.582], [-0.598, 1.259, -0.491], [-2.162, 0.439, 1.129], [-2.928, -0.222, -0.253], [-3.476, 1.396, 0.298]], "atomic_forces_ev_per_a": [[-1.17, 1.35, 0.65], [1.83, -1.59, 1.93], [0.29, -0.57, -0.72], [-0.19, -0.22, 0.00], [0.71, -0.03, -0.24], [-0.50, 0.96, -0.42], [-0.41, 0.12, -0.94], [-0.54, -0.02, -0.25], [0.09, 1.13, 0.97], [0.73, -0.39, -1.36], [-0.11, -0.54, 0.01], [0.04, -0.06, -0.02], [0.04, -0.41, -0.29], [-0.09, 0.48, 0.24], [-0.35, 0.10, 0.00], [-0.36, -0.30, 0.46]], "nbo_charge": [-0.61, -0.62, 0.20, 0.20, 0.21, 0.21, 0.21, 0.20, -0.61, -0.61, 0.21, 0.20, 0.21, 0.21, 0.20, 0.21], "spin_multiplicity": 1, "orbital_gap_ev": 12.71, "relative_energy_kcal_mol": 15.5, "smiles": "CC.CC", "e_homo_ev": -11.58}

=====

(4)
{"formula": "C4H12", "method": "ωB97M-V/def2-TZVPD", "elements": ["C", "C", "H", "H", "H", "H", "H", "H", "C", "C", "H", "H", "H", "H", "H", "H"], "xyz": [[2.068, 0.207, 0.582], [2.695, -0.884, -0.269], [2.772, 0.541, 1.372], [1.781, 1.076, 0.008], [1.188, -0.159, 1.101], [3.263, -0.448, -1.100], [3.349, -1.549, 0.327], [1.936, -1.535, -0.761], [-1.686, 0.179, 0.015], [-3.140, 0.514, -0.362], [-1.640, -0.671, 0.680], [-0.987, -0.102, -0.785], [-1.209, 1.025, 0.491], [-3.848, -0.214, 0.035], [-3.366, 1.466, 0.098], [-3.177, 0.554, -1.433]], "atomic_forces_ev_per_a": [[0.46, -0.09, 0.87], [-0.14, -0.66, -0.63], [-0.32, -0.06, -0.49], [-0.10, 0.19, -0.21], [-0.17, -0.02, 0.08], [0.17, -0.17, 0.31], [-0.26, 0.36, -0.36], [0.36, 0.44, 0.43], [0.41, -0.39, 0.05], [0.98, -0.30, 0.42], [0.02, -0.11, 0.50], [-0.58, 0.15, -0.30], [0.11, 0.15, 0.33], [0.07, -0.04, -0.23], [-0.38, 0.30, -0.26], [-0.63, 0.25, -0.50]], "nbo_charge": [-0.61, -0.61, 0.20, 0.20, 0.20, 0.20, 0.21, 0.20, -0.62, -0.61, 0.20, 0.20, 0.20, 0.21, 0.21, 0.21], "spin_multiplicity": 1, "orbital_gap_ev": 12.80, "relative_energy_kcal_mol": 6.6, "smiles": "CC.CC", "e_homo_ev": -11.67}

=====

Which formula does entry 1 have?
C4H12

=====

Please write out number 1 again, unchanged.
{"formula": "C4H12", "method": "ωB97M-V/def2-TZVPD", "elements": ["C", "C", "H", "H", "H", "H", "H", "H", "C", "C", "H", "H", "H", "H", "H", "H"], "xyz": [[1.070, 0.619, 0.721], [1.832, 1.887, 1.093], [0.036, 1.096, 0.555], [1.491, 0.166, -0.124], [1.073, -0.120, 1.556], [2.883, 1.607, 1.429], [1.343, 2.416, 1.851], [1.876, 2.496, 0.192], [-1.001, -0.653, -0.796], [-1.881, -1.850, -1.028], [-0.968, -0.630, 0.311], [-0.029, -0.893, -1.238], [-1.466, 0.304, -1.216], [-2.093, -1.920, -2.075], [-2.896, -1.765, -0.468], [-1.370, -2.776, -0.711]], "atomic_forces_ev_per_a": [[-1.64, 2.23, 2.19], [2.53, -1.75, -0.79], [1.38, -1.66, -0.03], [0.24, -0.56, -1.30], [-0.34, 0.54, -0.58], [-1.11, 0.74, -0.39], [-0.61, 0.83, 1.21], [0.27, 0.29, 0.12], [-1.13, 0.06, 0.63], [-1.84, -0.40, 0.57], [0.52, 0.62, -0.85], [-0.11, 0.60, 0.22], [0.86, -1.25, 0.63], [-0.37, -0.42, -0.68], [1.70, -0.21, -0.90], [-0.34, 0.35, -0.05]], "nbo_charge": [-0.59, -0.60, 0.21, 0.20, 0.20, 0.19, 0.20, 0.20, -0.60, -0.60, 0.21, 0.20, 0.20, 0.20, 0.19, 0.20], "spin_multiplicity": 1, "orbital_gap_ev": 11.93, "relative_energy_kcal_mol": 21.1, "smiles": "CC.CC", "e_homo_ev": -10.87}

=====

Please write out number 4 again, unchanged.
{"formula": "C4H12", "method": "ωB97M-V/def2-TZVPD", "elements": ["C", "C", "H", "H", "H", "H", "H", "H", "C", "C", "H", "H", "H", "H", "H", "H"], "xyz": [[2.068, 0.207, 0.582], [2.695, -0.884, -0.269], [2.772, 0.541, 1.372], [1.781, 1.076, 0.008], [1.188, -0.159, 1.101], [3.263, -0.448, -1.100], [3.349, -1.549, 0.327], [1.936, -1.535, -0.761], [-1.686, 0.179, 0.015], [-3.140, 0.514, -0.362], [-1.640, -0.671, 0.680], [-0.987, -0.102, -0.785], [-1.209, 1.025, 0.491], [-3.848, -0.214, 0.035], [-3.366, 1.466, 0.098], [-3.177, 0.554, -1.433]], "atomic_forces_ev_per_a": [[0.46, -0.09, 0.87], [-0.14, -0.66, -0.63], [-0.32, -0.06, -0.49], [-0.10, 0.19, -0.21], [-0.17, -0.02, 0.08], [0.17, -0.17, 0.31], [-0.26, 0.36, -0.36], [0.36, 0.44, 0.43], [0.41, -0.39, 0.05], [0.98, -0.30, 0.42], [0.02, -0.11, 0.50], [-0.58, 0.15, -0.30], [0.11, 0.15, 0.33], [0.07, -0.04, -0.23], [-0.38, 0.30, -0.26], [-0.63, 0.25, -0.50]], "nbo_charge": [-0.61, -0.61, 0.20, 0.20, 0.20, 0.20, 0.21, 0.20, -0.62, -0.61, 0.20, 0.20, 0.20, 0.21, 0.21, 0.21], "spin_multiplicity": 1, "orbital_gap_ev": 12.80, "relative_energy_kcal_mol": 6.6, "smiles": "CC.CC", "e_homo_ev": -11.67}